# 1
{
  "formula": "C4H8O",
  "method": "ωB97M-V/def2-TZVPD",
  "homo_energy_ev": -9.778,
  "e_above_lowest_kj_mol": 116.0,
  "charge": 0,
  "energy_ev": -6323.9652,
  "smiles": "C=C[C@H](C)O",
  "symbols": ["C", "C", "C", "C", "H", "H", "H", "H", "H", "H", "H", "H", "O"],
  "positions_angstrom": [[-1.50574, -0.53767, -0.34446], [-0.47564, 0.28533, 0.54652], [0.83848, -0.41937, 0.46595], [1.82788, 0.05312, -0.29830], [-1.41279, -1.66191, -0.24572], [-2.54051, -0.21627, -0.14379], [-1.15791, -0.34986, -1.38831], [-0.89443, 0.35942, 1.52277], [0.41417, 2.02270, 0.24652], [0.87033, -1.46780, 0.95553], [2.74024, -0.59422, -0.42165], [1.68974, 0.96320, -0.85833], [-0.39384, 1.56331, -0.03674]],
  "lowdin_charge": [-0.04, -0.46, -0.16, 0.00, 0.09, 0.07, 0.09, 0.12, 0.09, 0.14, 0.07, 0.05, -0.07]
}


# 2
{
  "formula": "C21H62O13",
  "method": "ωB97M-V/def2-TZVPD",
  "homo_energy_ev": -9.584,
  "e_above_lowest_kj_mol": 335.1,
  "charge": 0,
  "energy_ev": -49395.2479,
  "symbols": ["C", "C", "C", "O", "C", "H", "H", "H", "H", "H", "H", "H", "H", "C", "C", "C", "O", "C", "H", "H", "H", "H", "H", "H", "H", "H", "C", "C", "C", "O", "C", "H", "H", "H", "H", "H", "H", "H", "H", "O", "H", "H", "O", "H", "H", "O", "H", "H", "O", "H", "H", "O", "H", "H", "O", "H", "H", "O", "H", "H", "C", "C", "C", "O", "H", "H", "H", "H", "H", "H", "H", "H", "C", "C", "C", "O", "H", "H", "H", "H", "H", "H", "H", "H", "C", "C", "C", "O", "H", "H", "H", "H", "H", "H", "H", "H"],
  "positions_angstrom": [[-1.26880, -1.04221, -0.14179], [-0.71986, -1.34874, 1.25186], [0.07818, -0.14642, 1.62912], [-0.53999, 0.96858, 0.87935], [-1.51067, 0.45801, -0.08372], [-2.13828, -1.67492, -0.32008], [-0.60081, -1.30404, -0.96237], [-0.10477, -2.23060, 1.07273], [-1.55712, -1.66007, 1.87648], [1.11811, -0.27153, 1.32745], [-0.10642, -0.04685, 2.69875], [-1.26868, 0.70150, -1.11825], [-2.51561, 0.70245, 0.26042], [4.69832, -5.40864, -0.58338], [5.95585, -5.51077, 0.21166], [6.46752, -4.04897, 0.29096], [5.52763, -3.36618, -0.45353], [4.91260, -4.15025, -1.41081], [3.80183, -5.43802, 0.03591], [4.58857, -6.22694, -1.29503], [6.64730, -6.11590, -0.37470], [5.90275, -6.04582, 1.15982], [7.49905, -3.98044, -0.05452], [6.42098, -3.83692, 1.35912], [5.58547, -4.16628, -2.26819], [3.97992, -3.60904, -1.56986], [-0.41182, 7.36850, -2.18933], [-1.37008, 7.90190, -3.12570], [-2.60199, 6.99867, -3.01010], [-2.11547, 5.82733, -2.41909], [-1.08119, 6.07856, -1.61735], [-0.24292, 8.11992, -1.41800], [0.56945, 7.21667, -2.63896], [-0.95626, 7.94127, -4.13332], [-1.65533, 8.88711, -2.75681], [-3.05215, 6.75656, -3.97282], [-3.37899, 7.59710, -2.53445], [-0.31513, 5.30727, -1.69707], [-1.31963, 6.10972, -0.55420], [0.89136, -3.17243, -5.40151], [1.42562, -2.50766, -5.83611], [1.02574, -3.96535, -5.92060], [3.62390, -3.74165, 4.52883], [3.18859, -4.27733, 5.19200], [3.19753, -3.98399, 3.70681], [-1.06470, -6.64985, -1.92072], [-0.74642, -5.78530, -2.18052], [-0.98193, -6.65948, -0.96715], [-4.54751, -5.07335, 4.57136], [-5.36213, -5.45411, 4.24326], [-4.51340, -4.20230, 4.17595], [-2.95757, 3.39555, 3.48121], [-2.60765, 3.78194, 4.28401], [-2.32386, 2.71822, 3.24484], [-0.70877, -6.89063, 1.85811], [-1.25648, -6.69573, 2.61855], [0.07069, -7.30828, 2.22449], [-6.53777, 1.86983, 1.73453], [-5.66409, 2.23587, 1.87211], [-6.51200, 1.01740, 2.16919], [3.23571, 1.96092, -2.89352], [4.77621, 2.08438, -3.20728], [5.58111, 2.70762, -2.06391], [5.31130, 0.77176, -3.51191], [2.78556, 1.30925, -3.64238], [2.84045, 2.97673, -2.89707], [2.99345, 1.53923, -1.91803], [4.88786, 2.76087, -4.05464], [5.17706, 3.71760, -1.99460], [6.66327, 2.60729, -2.14738], [5.29666, 2.36436, -1.06924], [5.05511, 0.20391, -2.78149], [1.91732, 5.79962, 5.33043], [1.66935, 4.29900, 5.23269], [3.01595, 3.63006, 5.60596], [0.65467, 3.79427, 6.01961], [1.07801, 6.39947, 4.97852], [2.75841, 6.15570, 4.73556], [2.18160, 6.02264, 6.36411], [1.42405, 3.97754, 4.22046], [2.89910, 2.55117, 5.70819], [3.56197, 3.99369, 6.47645], [3.80868, 3.71508, 4.86269], [0.92092, 4.06640, 6.90090], [-7.04363, -3.35789, -3.95350], [-7.27449, -3.86971, -2.54399], [-7.93039, -2.87556, -1.60791], [-8.08462, -4.97736, -2.72716], [-6.46928, -4.08796, -4.52380], [-6.64554, -2.34797, -3.85511], [-7.99558, -3.27324, -4.47765], [-6.32355, -4.21725, -2.14023], [-8.45944, -3.23474, -0.72519], [-8.61819, -2.32977, -2.25378], [-7.31549, -2.03790, -1.27879], [-8.89433, -4.76215, -3.19583]],
  "lowdin_charge": [-0.19, -0.20, -0.17, -0.16, -0.18, 0.11, 0.11, 0.11, 0.11, 0.12, 0.11, 0.11, 0.12, -0.18, -0.18, -0.21, -0.15, -0.20, 0.11, 0.11, 0.10, 0.11, 0.12, 0.12, 0.13, 0.13, -0.18, -0.20, -0.19, -0.10, -0.24, 0.11, 0.11, 0.12, 0.11, 0.12, 0.11, 0.11, 0.12, -0.06, 0.03, 0.03, -0.05, 0.03, 0.02, -0.05, 0.03, 0.01, -0.06, 0.03, 0.03, -0.05, 0.03, 0.02, -0.05, 0.03, 0.03, -0.05, 0.02, 0.03, -0.05, -0.45, -0.07, -0.07, 0.07, 0.07, 0.07, 0.13, 0.07, 0.08, 0.07, 0.08, -0.06, -0.52, -0.07, -0.03, 0.08, 0.08, 0.08, 0.14, 0.07, 0.07, 0.07, 0.09, -0.06, -0.53, -0.06, -0.05, 0.09, 0.08, 0.08, 0.14, 0.08, 0.07, 0.07, 0.09]
}